Entry 1:
Computed, not measured: a structure of composition C49H59BBrN10O2PdS3, with ωB97M-V/def2-TZVPD.

Calculated values
Orbital gap (alpha / beta) (eV): 7.50 / 5.89
Charge: +1
Lowest unoccupied orbital energy (alpha / beta) (eV): -1.82 / -4.25
Relative energy (zero: lowest compared OMol25 entry of this formula, charge and spin) (kcal per mole): 33.9
Multiplicity: 5

Each line ends with the Löwdin spin population.
Cartesian coordinates (Å):
Pd -0.016 -0.063 -0.586  1.50
Br -4.507 -1.915 5.293  0.00
S 2.398 -1.165 -0.305  0.28
S 0.813 0.253 1.997  0.51
S 0.757 2.709 2.737  0.40
O -1.477 -1.047 0.744  0.16
O -1.663 1.132 0.456  0.10
N -5.333 1.002 2.521  0.00
N 3.221 1.309 -1.104  0.03
N 3.218 1.395 1.459  0.01
N 0.470 0.598 -3.188  0.04
N 3.901 -0.288 -2.452  0.03
N 1.425 2.755 0.105  0.02
N -1.618 0.430 -2.281  0.13
N 3.294 0.059 3.184  0.02
N -0.069 4.275 0.643  0.03
N -1.318 1.688 -4.298  0.00
C -3.026 0.341 -2.184  0.00
C 2.578 -2.272 3.521  0.01
C -4.272 0.954 1.720  0.00
C -4.368 -0.755 3.811  0.00
C 3.204 -0.036 -1.310  0.03
C 1.806 -0.470 5.120  0.00
C -4.935 -1.124 -2.065  0.00
C 3.607 -2.799 -2.640  0.00
C -3.058 2.743 -5.627  0.00
C 0.186 -2.953 -2.254  0.04
C 2.495 0.561 2.217  0.03
C 0.815 -1.458 -4.560  0.01
C 0.391 -3.585 -3.477  0.02
C 0.594 -0.855 -3.322  0.04
C -0.966 5.188 1.433  0.00
C 4.568 0.566 2.989  0.00
C 4.447 -1.461 -4.542  0.00
C -3.219 0.071 1.912  0.01
C 0.298 -1.578 -2.185  0.35
C -2.551 1.598 -5.009  0.00
C 5.862 -1.735 -2.475  0.00
C 4.438 -1.578 -3.015  0.00
C -4.385 0.282 -5.827  0.00
C -4.248 2.623 -6.336  0.00
C -3.272 -0.816 2.977  0.00
C -5.220 1.256 -1.956  0.00
C 0.710 3.275 1.127  0.04
C -0.923 0.925 -3.229  0.01
C -3.566 -0.942 -2.155  0.01
C -0.105 5.989 2.410  0.02
C -2.331 4.061 -5.552  0.00
C 1.079 3.448 -1.044  0.01
C -2.056 4.387 2.161  0.00
C 0.724 -2.848 -4.607  -0.01
C -5.769 -0.017 -1.983  0.01
C 2.945 -0.968 4.229  0.00
C -3.846 1.461 -2.038  0.01
C 1.110 -0.649 -5.798  0.00
C -3.260 2.839 -1.952  0.00
C 4.511 1.401 1.933  0.01
C -2.056 0.056 0.982  0.01
C -4.919 1.413 -6.427  0.00
C -1.635 6.166 0.468  0.00
C 4.166 -1.196 5.115  0.00
C -5.376 0.165 3.554  0.00
C -3.188 0.371 -5.137  0.00
C 3.945 1.891 -2.126  0.01
C 4.366 0.919 -2.951  0.02
C 0.175 4.387 -0.717  0.01
B 2.878 2.162 0.173  0.01
H 3.459 -1.171 -4.908  0.00
H -5.871 2.118 -1.861  0.00
H 0.369 5.341 3.147  0.01
H -0.739 6.701 2.940  0.00
H -2.471 -1.524 3.142  0.00
H -0.049 -3.535 -1.369  0.01
H 0.302 -4.663 -3.549  0.00
H -0.326 5.104 -1.339  0.00
H 4.125 2.953 -2.159  0.00
H 5.399 0.330 3.623  0.00
H 0.256 -0.028 -6.082  0.00
H -2.226 4.402 -4.521  0.00
H 1.650 -1.196 5.919  0.00
H -0.907 6.777 -0.068  0.00
H 3.682 -3.043 -1.584  0.00
H 1.330 -1.305 -6.639  0.00
H 4.000 -3.641 -3.211  0.00
H -5.349 -2.124 -2.051  0.00
H 1.542 3.237 -1.991  0.00
H 2.555 -2.667 -2.898  0.00
H -1.723 4.033 3.132  0.00
H -2.872 4.825 -6.106  0.00
H -1.325 3.999 -5.981  0.00
H 1.701 -2.141 2.887  0.01
H 3.624 3.106 0.133  0.00
H 6.298 -2.657 -2.861  0.00
H -2.280 5.654 -0.246  0.00
H -4.262 1.642 0.881  0.00
H -2.355 3.521 1.571  0.00
H 2.060 0.491 5.571  0.00
H -2.888 -1.788 -2.205  0.00
H -4.657 3.500 -6.825  0.00
H -2.857 3.161 -2.913  0.00
H 3.885 -1.893 5.902  0.00
H 4.998 -1.639 4.565  0.00
H -4.022 3.556 -1.645  0.00
H -2.747 -0.511 -4.687  0.00
H 4.965 0.986 -3.839  0.00
H 5.277 2.011 1.487  0.00
H -6.842 -0.146 -1.922  0.00
H 5.848 -1.791 -1.385  0.00
H 4.686 -2.435 -4.964  0.00
H -4.891 -0.672 -5.903  0.00
H 2.354 -3.037 4.265  0.00
H -2.443 2.849 -1.230  0.00
H 5.192 -0.758 -4.913  0.00
H 0.670 6.546 1.880  0.00
H 0.872 -0.364 4.575  0.00
H -5.847 1.351 -6.980  0.00
H 3.407 -2.619 2.901  0.00
H 6.499 -0.900 -2.774  0.00
H -6.245 0.225 4.199  0.00
H 0.985 1.072 -3.919  0.00
H -2.254 6.841 1.056  0.00
H 4.498 -0.271 5.590  0.00
H 0.885 -3.356 -5.552  0.00
H -0.585 2.193 -4.771  0.00
H 1.975 0.008 -5.658  0.00
H -2.928 5.025 2.310  0.00



Entry 2:
Computed, not measured: a structure of composition C34H22BrCl2F4PPt at a distorted geometry, with ωB97M-V/def2-TZVPD.

Calculated values
Orbital gap (alpha / beta) (eV): 6.07 / 6.08
Lowest unoccupied orbital energy (alpha / beta) (eV): -1.00 / -0.99
Relative energy (zero: lowest compared OMol25 entry of this formula, charge and spin) (kcal per mole): 9.0

Each line ends with the natural charge from an NBO analysis.
Cartesian coordinates (Å):
Pt -0.914 0.286 1.146  0.13
Br -1.464 -1.031 3.526  0.16
Cl -2.705 4.618 3.659  -0.03
Cl -2.717 2.446 1.665  0.00
P 1.150 0.412 2.008  0.92
F 1.876 -4.192 5.786  -0.28
F 4.051 -2.940 4.769  -0.28
F 3.779 -0.913 3.094  -0.31
F -0.583 -3.332 5.168  -0.29
C -2.928 -4.848 -3.955  -0.21
C 2.366 4.168 4.392  -0.20
C -1.926 -4.486 -3.061  -0.20
C 2.656 -1.460 3.574  0.40
C 3.508 -1.373 -0.793  -0.20
C 1.407 -0.980 3.218  -0.43
C -1.502 -0.159 -0.607  -0.27
C -3.470 -2.524 -4.261  -0.21
C -3.176 2.950 3.301  -0.40
C 0.465 -2.703 4.639  0.35
C -3.706 -3.862 -4.544  -0.22
C 3.332 3.200 4.138  -0.20
C 2.831 -2.526 4.441  0.26
C -1.843 -0.420 -1.803  -0.10
C 0.744 2.848 3.211  -0.21
C -2.455 -2.151 -3.380  0.01
C -2.492 1.685 -3.635  -0.19
C -2.433 1.124 -6.346  -0.22
C -1.701 -3.151 -2.768  -0.21
C 0.313 -1.622 3.792  -0.14
C 4.049 0.968 -0.818  -0.22
C -2.615 2.710 -4.557  -0.21
C 1.728 -3.159 4.966  0.28
C 2.432 0.127 0.756  -0.38
C -2.595 2.433 -5.919  -0.20
C -2.210 -0.721 -3.042  -0.06
C 1.700 1.868 2.961  -0.29
C -2.363 0.359 -4.052  0.00
C -2.317 0.095 -5.421  -0.21
C 3.005 2.059 3.421  -0.23
C 4.237 -0.311 -1.317  -0.20
C 2.600 -1.152 0.229  -0.19
C 3.147 1.189 0.217  -0.14
C 1.073 3.995 3.925  -0.22
H 4.944 -0.482 -2.119  0.22
H -2.723 3.731 -4.212  0.22
H 2.629 5.062 4.945  0.22
H -4.252 2.876 3.392  0.23
H -2.152 -0.916 -5.768  0.22
H 4.601 1.801 -1.235  0.22
H -2.692 3.234 -6.641  0.21
H -0.258 2.716 2.824  0.22
H 3.000 2.193 0.596  0.21
H -4.505 -4.133 -5.223  0.21
H 2.007 -1.977 0.611  0.22
H -2.385 0.900 -7.405  0.21
H 3.640 -2.372 -1.190  0.22
H -2.498 1.898 -2.573  0.23
H -1.317 -5.248 -2.590  0.21
H -3.107 -5.892 -4.180  0.21
H 0.319 4.751 4.103  0.22
H -2.669 2.299 4.003  0.22
H -0.930 -2.864 -2.063  0.23
H 3.773 1.327 3.208  0.23
H -4.104 -1.763 -4.698  0.22
H 4.346 3.337 4.492  0.22